Record 1
ORCA calculation (the ωB97M-V functional and the def2-TZVPD basis) on one molecule with the formula C7H9ClS in a non-equilibrium geometry.

Computed properties:
Lowest unoccupied orbital energy (spin up / spin down) (Eh): 0.0164 / 0.0029
Kohn-Sham gap (spin up / spin down) (eV): 7.51 / 6.98
SMILES string: CSC1=C(Cl)C=CCC1
Energy above the lowest of the compared OMol25 structures with the same formula, charge and spin (kcal/mol): 78.9

CARTESIAN COORDINATES (ANGSTROEM)
C -1.6650 1.7234 0.1490
C -0.4819 2.3584 -0.0708
C -1.9229 0.3421 0.0120
C -0.3801 -0.5095 -0.1509
C 0.7678 1.7168 -0.4476
C 0.9016 0.2457 -0.1244
C 0.9392 -3.1365 0.5398
S -0.6422 -2.2605 -0.1326
Cl -3.3531 -0.4934 0.2516
H -2.5273 2.3945 0.3218
H -0.4617 3.4093 -0.2060
H 0.7286 1.8322 -1.5621
H 1.5320 2.2936 -0.1949
H 1.4001 0.0671 0.8268
H 1.4592 -0.1055 -1.0319
H 1.2694 -3.6702 -0.3148
H 0.7531 -3.8017 1.3295
H 1.6832 -2.4059 0.8054

---

Record 2
ORCA calculation (the ωB97M-V functional and the def2-TZVPD basis) on C27H42Cl2NP2Re as an isolated structure in a non-equilibrium geometry.

Computed properties:
Lowest unoccupied orbital energy (spin up / spin down) (Eh): -0.4121 / -0.3884
Kohn-Sham gap (spin up / spin down) (eV): 6.11 / 6.61
Expectation value of S²: 1.145
Multiplicity: 2
Total charge: +3

CARTESIAN COORDINATES (ANGSTROEM)
Re -0.6590 -0.0006 -0.2307
C -0.5289 2.2374 4.2577
C -0.5702 2.0921 2.7314
C -1.8840 2.6220 2.1549
P -0.2301 0.4039 2.1119
C 1.3179 -0.3027 2.8072
C 2.4019 0.7749 2.8964
C 1.0853 -1.0187 4.1407
C -1.6220 -0.7343 2.3974
C -2.6092 -0.6581 3.3774
C -3.5836 -1.6497 3.4860
C -4.6377 -1.5866 4.5415
C -3.5658 -2.7149 2.5744
C -2.6034 -2.8196 1.5879
C -1.6286 -1.8284 1.5108
N -0.6237 -1.7371 0.4967
C 0.3198 -2.7340 0.2678
C 0.3062 -3.9745 0.9231
C 1.2821 -4.9031 0.6359
C 2.3029 -4.6255 -0.2786
C 3.3499 -5.6397 -0.5708
C 2.3300 -3.3606 -0.8952
C 1.3618 -2.4146 -0.6357
P 1.2992 -0.7082 -1.2946
C 2.8443 0.1577 -0.7919
C 4.0808 -0.2497 -1.5947
C 2.6658 1.6770 -0.7793
C 1.0466 -0.8137 -3.1238
C 1.8454 -1.9213 -3.8098
C 1.2804 0.5363 -3.8030
H -0.6958 3.2870 4.4994
H 0.4263 1.9546 4.6880
H -1.3117 1.6639 4.7487
H 0.2588 2.6737 2.3068
H -2.7454 2.0809 2.5446
H -1.9079 2.5781 1.0643
H -1.9967 3.6674 2.4372
H 1.6198 -1.0560 2.0704
H 2.2255 1.4525 3.7303
H 2.4819 1.3739 1.9900
H 3.3651 0.2960 3.0713
H 0.7199 -0.3490 4.9142
H 2.0362 -1.4258 4.4846
H 0.3833 -1.8452 4.0407
H -2.6126 0.1551 4.0867
H -4.4070 -0.8376 5.2953
H -4.7494 -2.5519 5.0329
H -5.6014 -1.3355 4.0945
H -4.3331 -3.4757 2.6450
H -2.6268 -3.6326 0.8769
H -0.4537 -4.2017 1.6532
H 1.2665 -5.8647 1.1320
H 2.8928 -6.6009 -0.8109
H 3.9713 -5.7992 0.3139
H 3.9942 -5.3384 -1.3928
H 3.1376 -3.1526 -1.5844
H 2.9767 -0.1902 0.2369
H 4.0089 0.0584 -2.6372
H 4.2781 -1.3190 -1.5551
H 4.9475 0.2526 -1.1666
H 2.5959 2.0855 -1.7854
H 3.5388 2.1300 -0.3082
H 1.7831 1.9945 -0.2152
H -0.0207 -1.0667 -3.2113
H 2.9200 -1.7745 -3.6983
H 1.6224 -1.8866 -4.8764
H 1.5771 -2.9119 -3.4521
H 2.3419 0.7712 -3.8585
H 0.7702 1.3630 -3.3095
H 0.9097 0.4787 -4.8256
Cl -1.2106 2.1493 -1.5677
C -2.8599 1.5823 -1.9770
Cl -2.9113 -0.1695 -1.5969
H -3.0080 1.7135 -3.0445
H -3.5886 2.0969 -1.3587

---

Record 3
ORCA calculation (the ωB97M-V functional and the def2-TZVPD basis) on C16H6Cl5NO2Pd as an isolated structure.

Computed properties:
Lowest unoccupied orbital energy (Eh): -0.0301
Kohn-Sham gap (eV): 8.35
Energy above the lowest of the compared OMol25 structures with the same formula, charge and spin (kcal/mol): 0.0

CARTESIAN COORDINATES (ANGSTROEM)
Pd 0.3824 -0.9768 -0.0005
O 4.0842 0.4672 -0.0001
C 2.8947 0.2496 -0.0003
O 2.3410 -0.9227 -0.0003
C 1.9224 1.4234 -0.0003
C 2.4319 2.7317 -0.0001
C 1.5650 3.7770 0.0001
C 0.1774 3.5237 0.0000
C -0.7781 4.5658 0.0004
C -2.1112 4.2873 0.0004
C -2.5446 2.9455 0.0000
C -1.6453 1.9204 -0.0004
C -0.2587 2.1770 -0.0003
N 0.6425 1.1420 -0.0004
H 3.5059 2.8506 0.0000
H 1.9200 4.8009 0.0003
H -0.4289 5.5913 0.0006
H -2.8317 5.0942 0.0007
H -3.6028 2.7185 0.0001
H -1.9957 0.9034 -0.0006
Cl -1.9068 -1.5573 -0.0007
C -1.1415 -3.1450 -0.0003
C 0.2188 -2.9786 -0.0001
C 0.9853 -4.1283 0.0001
Cl 2.7021 -4.0247 0.0004
C 0.3576 -5.3826 0.0004
Cl 1.3095 -6.8124 0.0008
C -1.0368 -5.4898 0.0002
Cl -1.7984 -7.0297 0.0005
C -1.8219 -4.3392 -0.0002
Cl -3.5381 -4.3823 -0.0004

---

Record 4
ORCA calculation (the ωB97M-V functional and the def2-TZVPD basis) on one molecule with the formula C20H27N5OS in a non-equilibrium geometry.

Computed properties:
Lowest unoccupied orbital energy (Eh): -0.0142
Kohn-Sham gap (eV): 7.48
SMILES string: COCCCNC(=S)NCCCNc1nc2cc(C)cc(C)c2cc1C#N
Energy above the lowest of the compared OMol25 structures with the same formula, charge and spin (kcal/mol): 7.2

CARTESIAN COORDINATES (ANGSTROEM)
C 1.0493 1.5369 -1.2895
O 0.6253 1.5231 0.0455
C 0.6202 2.8097 0.6340
C 0.1254 2.6962 2.0730
C 1.2034 2.1577 3.0182
N 1.7694 0.9206 2.5392
C 2.9909 0.8657 1.9694
N 3.3158 -0.2203 1.2337
H 4.2823 -0.2573 0.9492
C 2.4273 -1.2680 0.8011
C 2.3650 -2.4542 1.7815
H 3.1903 -3.1400 1.5801
H 2.4815 -2.0833 2.8008
C 1.0250 -3.1967 1.6834
N 0.6519 -3.4980 0.3235
C -0.1296 -2.6595 -0.3989
N -0.7647 -1.6972 0.2283
C -1.5336 -0.8345 -0.4600
C -2.1905 0.1794 0.2589
C -2.9345 1.1274 -0.3912
C -3.0514 1.0683 -1.7941
C -2.4576 0.0838 -2.5386
C -1.6800 -0.9008 -1.8754
C -1.0257 -1.9568 -2.5348
C -0.2583 -2.8470 -1.8182
C 0.4307 -3.9014 -2.4407
N 1.0249 -4.7641 -2.9131
H -1.1121 -2.0770 -3.6048
C -2.6194 0.0469 -4.0280
H -3.0952 -0.8822 -4.3407
H -1.6516 0.1154 -4.5241
H -3.2363 0.8766 -4.3632
H -3.6386 1.8282 -2.2910
C -3.6178 2.2342 0.3493
H -3.1534 3.1896 0.1050
H -3.5546 2.0846 1.4238
H -4.6668 2.2934 0.0630
H -2.0838 0.1846 1.3324
H 1.2155 -4.1635 -0.1840
H 1.0762 -4.1299 2.2505
H 0.2241 -2.5751 2.0872
H 1.4276 -0.8450 0.6703
H 2.7696 -1.6140 -0.1783
S 4.1499 2.0319 2.1920
H 1.0857 0.2482 2.2200
H 2.0242 2.8740 3.1089
H 0.7719 1.9894 4.0106
H -0.7384 2.0298 2.0755
H -0.1903 3.6787 2.4236
H -0.0454 3.4700 0.0565
H 1.6328 3.2387 0.6096
H 0.3940 2.1648 -1.9064
H 2.0780 1.9080 -1.3753
H 1.0016 0.5100 -1.6476

---

Record 5
ORCA calculation (the ωB97M-V functional and the def2-TZVPD basis) on one molecule with the formula C2H3NOS2 in a non-equilibrium geometry.

Computed properties:
Lowest unoccupied orbital energy (Eh): 0.0017
Kohn-Sham gap (eV): 8.62
SMILES string: NC(=O)C1SS1
Energy above the lowest of the compared OMol25 structures with the same formula, charge and spin (kcal/mol): 15.3

CARTESIAN COORDINATES (ANGSTROEM)
C 0.6957 -0.6322 0.3641
C 1.1701 -0.5171 -1.2210
N -0.4972 -1.2458 0.4819
O 1.3859 -0.1038 1.1672
S 0.1935 -1.3197 -2.4792
S 0.3770 0.7024 -2.3602
H 2.2542 -0.5112 -1.2610
H -0.9551 -1.9547 -0.0814
H -0.7704 -1.2318 1.5001

---

Record 6
ORCA calculation (the ωB97M-V functional and the def2-TZVPD basis) on a 7-piece molecular cluster, C18H40N2O5S5 overall in a non-equilibrium geometry.

Computed properties:
Lowest unoccupied orbital energy (Eh): 0.0114
Kohn-Sham gap (eV): 8.55
Energy above the lowest of the compared OMol25 structures with the same formula, charge and spin (kcal/mol): 79.0

CARTESIAN COORDINATES (ANGSTROEM)
C -4.3166 3.8374 2.4866
S -4.5375 2.1229 1.8831
O -3.3194 1.3944 2.3588
C -6.0446 1.6761 2.8682
H -4.0816 4.5537 1.6993
H -3.4957 3.8405 3.2037
H -5.2172 4.3599 2.8091
H -6.0607 0.6040 3.0642
H -6.9106 1.7842 2.2152
H -6.0758 2.2657 3.7845
C 0.4715 4.8036 0.9263
S 1.1441 5.5276 2.5040
O -0.0951 5.9792 3.2668
C 1.3382 3.8233 3.2542
H 1.1944 4.0166 0.7113
H 0.3667 5.5178 0.1096
H -0.4542 4.2992 1.2033
H 1.5616 3.8066 4.3210
H 2.0751 3.2277 2.7153
H 0.4111 3.3123 2.9942
C -1.2573 1.1267 -4.8109
S -1.1543 2.8211 -3.9168
O -1.5971 3.8629 -4.8750
C -2.6087 2.3802 -2.8130
H -2.2661 0.8973 -5.1539
H -1.0229 0.3842 -4.0481
H -0.4661 1.0034 -5.5505
H -2.5277 2.9750 -1.9032
H -2.4406 1.3723 -2.4335
H -3.4769 2.2968 -3.4666
C 4.0017 -4.6129 -3.6077
S 5.6921 -5.2283 -3.2975
O 6.4761 -4.2039 -4.0967
C 5.9739 -4.8265 -1.5305
H 3.5525 -5.0940 -4.4765
H 3.8307 -3.5382 -3.5455
H 3.4774 -5.0503 -2.7581
H 5.8858 -3.7469 -1.4089
H 7.0394 -5.0049 -1.3855
H 5.2704 -5.3696 -0.8993
C 6.7072 0.6692 -0.2491
S 6.0443 1.9380 0.9210
O 4.6652 2.2591 0.5052
C 6.0641 0.7928 2.3595
H 6.6514 1.0127 -1.2821
H 6.0705 -0.2154 -0.2624
H 7.7111 0.3648 0.0469
H 7.0319 0.3336 2.5612
H 5.5112 -0.1144 2.1160
H 5.4155 1.0575 3.1946
N 1.9473 -0.3326 0.6025
C 2.4157 -1.6795 0.5869
C 1.3098 -2.5122 0.3065
C 0.2114 -1.5762 0.2317
C 0.6667 -0.2655 0.1281
H 2.5228 0.4635 0.8375
H 3.4713 -1.8736 0.7067
H 1.2958 -3.5892 0.2273
H -0.8427 -1.8100 0.2081
H 0.1284 0.6619 -0.0003
N -7.6094 -4.3686 0.3388
C -6.4249 -4.9381 0.0414
C -5.3868 -4.0847 0.1628
C -5.9237 -2.8369 0.5976
C -7.3072 -3.0203 0.6285
H -8.4752 -4.8587 0.5127
H -6.4335 -6.0124 -0.0695
H -4.3489 -4.3007 -0.0431
H -5.2905 -1.9857 0.7998
H -8.1352 -2.3757 0.8842

---

Copy entry 2 word for word.
ORCA calculation (the ωB97M-V functional and the def2-TZVPD basis) on C27H42Cl2NP2Re as an isolated structure in a non-equilibrium geometry.

Computed properties:
Lowest unoccupied orbital energy (spin up / spin down) (Eh): -0.4121 / -0.3884
Kohn-Sham gap (spin up / spin down) (eV): 6.11 / 6.61
Expectation value of S²: 1.145
Multiplicity: 2
Total charge: +3

CARTESIAN COORDINATES (ANGSTROEM)
Re -0.6590 -0.0006 -0.2307
C -0.5289 2.2374 4.2577
C -0.5702 2.0921 2.7314
C -1.8840 2.6220 2.1549
P -0.2301 0.4039 2.1119
C 1.3179 -0.3027 2.8072
C 2.4019 0.7749 2.8964
C 1.0853 -1.0187 4.1407
C -1.6220 -0.7343 2.3974
C -2.6092 -0.6581 3.3774
C -3.5836 -1.6497 3.4860
C -4.6377 -1.5866 4.5415
C -3.5658 -2.7149 2.5744
C -2.6034 -2.8196 1.5879
C -1.6286 -1.8284 1.5108
N -0.6237 -1.7371 0.4967
C 0.3198 -2.7340 0.2678
C 0.3062 -3.9745 0.9231
C 1.2821 -4.9031 0.6359
C 2.3029 -4.6255 -0.2786
C 3.3499 -5.6397 -0.5708
C 2.3300 -3.3606 -0.8952
C 1.3618 -2.4146 -0.6357
P 1.2992 -0.7082 -1.2946
C 2.8443 0.1577 -0.7919
C 4.0808 -0.2497 -1.5947
C 2.6658 1.6770 -0.7793
C 1.0466 -0.8137 -3.1238
C 1.8454 -1.9213 -3.8098
C 1.2804 0.5363 -3.8030
H -0.6958 3.2870 4.4994
H 0.4263 1.9546 4.6880
H -1.3117 1.6639 4.7487
H 0.2588 2.6737 2.3068
H -2.7454 2.0809 2.5446
H -1.9079 2.5781 1.0643
H -1.9967 3.6674 2.4372
H 1.6198 -1.0560 2.0704
H 2.2255 1.4525 3.7303
H 2.4819 1.3739 1.9900
H 3.3651 0.2960 3.0713
H 0.7199 -0.3490 4.9142
H 2.0362 -1.4258 4.4846
H 0.3833 -1.8452 4.0407
H -2.6126 0.1551 4.0867
H -4.4070 -0.8376 5.2953
H -4.7494 -2.5519 5.0329
H -5.6014 -1.3355 4.0945
H -4.3331 -3.4757 2.6450
H -2.6268 -3.6326 0.8769
H -0.4537 -4.2017 1.6532
H 1.2665 -5.8647 1.1320
H 2.8928 -6.6009 -0.8109
H 3.9713 -5.7992 0.3139
H 3.9942 -5.3384 -1.3928
H 3.1376 -3.1526 -1.5844
H 2.9767 -0.1902 0.2369
H 4.0089 0.0584 -2.6372
H 4.2781 -1.3190 -1.5551
H 4.9475 0.2526 -1.1666
H 2.5959 2.0855 -1.7854
H 3.5388 2.1300 -0.3082
H 1.7831 1.9945 -0.2152
H -0.0207 -1.0667 -3.2113
H 2.9200 -1.7745 -3.6983
H 1.6224 -1.8866 -4.8764
H 1.5771 -2.9119 -3.4521
H 2.3419 0.7712 -3.8585
H 0.7702 1.3630 -3.3095
H 0.9097 0.4787 -4.8256
Cl -1.2106 2.1493 -1.5677
C -2.8599 1.5823 -1.9770
Cl -2.9113 -0.1695 -1.5969
H -3.0080 1.7135 -3.0445
H -3.5886 2.0969 -1.3587

---

> What is the formula in the fifth record?

C2H3NOS2